H18O9 | ωB97M-V/def2-TZVPD

Last column: natural (NBO) charge in e.
Cartesian coordinates (Å):
H: -1.1837 0.5347 0.8804  0.466
H: 0.3019 0.3721 0.6036  0.460
H: 3.3009 0.4794 -1.3013  0.457
H: 3.0989 -0.5728 -0.2232  0.461
H: 4.7441 -1.6134 2.6504  0.476
H: 3.2803 -2.0085 2.7565  0.469
H: 4.4977 1.8180 -0.6887  0.451
H: 4.0064 1.0972 0.5560  0.460
H: -1.0769 3.8453 -0.9425  0.476
H: -0.5390 2.7353 -1.8305  0.462
H: -4.2371 -0.7376 -0.2890  0.460
H: -3.2089 -1.3277 -1.2400  0.467
H: 1.1755 -2.8784 -1.6173  0.462
H: 2.1932 -2.2164 -2.5316  0.483
H: -4.2476 3.7984 1.1662  0.474
H: -4.2882 2.6758 0.1425  0.466
H: -4.6045 -2.5264 1.6059  0.459
H: -4.4597 -3.5329 0.4763  0.471
O: -0.3213 0.8857 1.1297  -0.926
O: 3.5569 -0.4171 -1.0569  -0.921
O: 3.8552 -1.2408 2.6608  -0.944
O: 4.8002 1.2544 0.0323  -0.909
O: -0.2554 3.4841 -1.2940  -0.938
O: -4.0773 -1.4986 -0.8584  -0.927
O: 1.3246 -2.6341 -2.5376  -0.946
O: -3.6869 3.1468 0.7303  -0.939
O: -3.9494 -2.9221 1.0200  -0.930

E_tot   -687.867777 hartree
LUMO level   -0.176 eV
Kohn-Sham gap   10.10 eV
Energy above the lowest of the compared OMol25 structures with the same formula, charge and spin   414.9 kJ/mol
F_max   2.00 eV Å⁻¹
HOMO level   -10.3 eV

***

H18O9 | ωB97M-V/def2-TZVPD

Last column: natural (NBO) charge in e.
Cartesian coordinates (Å):
H: -0.7255 -0.5299 -0.5692  0.467
H: -0.0121 0.6785 0.0147  0.476
H: -2.8975 3.3266 1.0953  0.461
H: -3.1019 4.3884 2.1634  0.464
H: -0.7795 2.3727 3.2814  0.462
H: -1.6742 2.0564 4.4687  0.458
H: 1.9521 -3.1673 2.5072  0.465
H: 0.9463 -2.2171 1.8782  0.473
H: -1.2175 -3.7236 0.7072  0.462
H: -2.2481 -4.1629 1.7342  0.471
H: -3.2359 0.9154 -4.6173  0.471
H: -1.7300 0.7200 -4.6805  0.468
H: 1.5301 -2.5985 -3.4985  0.454
H: 2.0630 -2.7520 -4.9135  0.468
H: 2.6702 -1.2567 -2.7057  0.459
H: 3.9042 -1.6100 -1.8917  0.454
H: 2.2697 4.1812 1.4721  0.468
H: 1.6249 3.2930 2.5234  0.464
O: -0.3071 -0.2114 0.2385  -0.942
O: -2.5016 3.6823 1.8989  -0.923
O: -1.6954 2.1821 3.5133  -0.921
O: 1.4488 -2.3653 2.6873  -0.938
O: -1.3544 -4.3509 1.4260  -0.933
O: -2.4520 0.8653 -4.0588  -0.939
O: 2.3293 -2.4877 -4.0257  -0.923
O: 3.6190 -1.4046 -2.7892  -0.912
O: 1.5751 4.1761 2.1403  -0.932

E_tot   -687.851289 hartree
LUMO level   -0.209 eV
Kohn-Sham gap   10.04 eV
Energy above the lowest of the compared OMol25 structures with the same formula, charge and spin   458.2 kJ/mol
F_max   3.13 eV Å⁻¹
HOMO level   -10.3 eV

***

H18O9 | ωB97M-V/def2-TZVPD

Last column: natural (NBO) charge in e.
Cartesian coordinates (Å):
O: -1.7945 2.0053 1.9209  -0.963
H: -1.8751 2.9239 1.9138  0.470
H: -0.8613 1.7039 1.8001  0.490
O: -2.5584 -0.0927 -1.6520  -0.935
H: -2.9863 0.4242 -2.2701  0.468
H: -2.5662 -0.9847 -1.9901  0.468
O: 0.6305 1.8790 -0.9132  -0.956
H: 0.1225 2.6187 -0.9342  0.478
H: 1.1976 1.8738 -1.7778  0.503
O: 0.9444 3.4226 1.2399  -0.979
H: 0.9747 4.1432 0.6348  0.460
H: 0.9814 2.5061 0.7565  0.502
O: 0.3105 -0.7524 0.0864  -0.966
H: 0.0005 0.0176 -0.4466  0.519
H: -0.2197 -1.4433 -0.3186  0.500
O: 0.9265 0.0607 2.6017  -0.965
H: 0.5070 -0.3070 3.3411  0.464
H: 0.5782 -0.3903 1.8437  0.488
O: 1.6115 -2.8590 -2.7059  -0.993
H: 2.1175 -2.5786 -1.8162  0.495
H: 1.7212 -1.9132 -3.2341  0.450
O: 2.6436 -1.3110 -0.8997  -0.971
H: 1.7073 -1.2326 -0.6237  0.489
H: 2.9806 -1.5187 0.0561  0.481
O: -2.0308 -2.7081 1.0381  -0.950
H: -2.3524 -2.7680 1.9253  0.481
H: -2.7108 -2.7193 0.4238  0.470

E_tot   -687.887595 hartree
LUMO level   -0.078 eV
Kohn-Sham gap   10.31 eV
Energy above the lowest of the compared OMol25 structures with the same formula, charge and spin   362.8 kJ/mol
F_max   6.07 eV Å⁻¹
HOMO level   -10.4 eV

***

H18O9 | ωB97M-V/def2-TZVPD

Last column: natural (NBO) charge in e.
Cartesian coordinates (Å):
H: 1.4117 1.7991 -0.5147  0.501
H: 0.7841 1.0443 -1.7422  0.492
H: 1.1759 0.9956 1.6593  0.521
H: 1.4427 2.4720 2.0355  0.493
H: -0.5598 -0.7203 -2.1430  0.520
H: -1.3486 0.5118 -1.3709  0.468
H: 2.2718 -0.2628 -1.0239  0.514
H: 3.4572 -1.1789 -0.6826  0.480
H: -0.4069 -2.1179 -0.4309  0.497
H: 0.8801 -2.1385 -1.1766  0.490
H: 1.7660 -0.9098 1.1798  0.506
H: 0.4058 -1.1727 1.9310  0.503
H: -1.9880 -1.2277 0.8159  0.524
H: -1.7667 -2.4437 1.8509  0.488
H: -0.3731 2.0875 0.4491  0.509
H: -1.1672 2.1924 -0.9507  0.484
H: -2.4879 1.0616 0.2706  0.517
H: -3.7992 0.1462 0.5652  0.491
O: 1.6073 1.3301 -1.3791  -0.993
O: 1.2386 1.9244 1.2861  -1.009
O: -0.9465 0.1813 -2.1911  -1.009
O: 2.5506 -1.0911 -0.5559  -1.007
O: -0.0484 -2.2601 -1.3542  -0.978
O: 1.2877 -0.7814 2.0292  -1.001
O: -1.3081 -1.9010 1.2079  -1.022
O: -1.1803 2.2917 -0.0079  -0.981
O: -2.8989 0.1678 0.2430  -1.002

E_tot   -687.994736 hartree
LUMO level   0.281 eV
Kohn-Sham gap   11.38 eV
Energy above the lowest of the compared OMol25 structures with the same formula, charge and spin   81.5 kJ/mol
F_max   2.72 eV Å⁻¹
HOMO level   -11.1 eV

***

H18O9 | ωB97M-V/def2-TZVPD

Last column: natural (NBO) charge in e.
Cartesian coordinates (Å):
H: 0.3180 0.0789 1.1437  0.476
H: 1.1205 0.6039 -0.1204  0.471
H: -2.2998 2.8591 -0.3887  0.435
H: -1.9614 1.4895 0.0593  0.460
H: -1.5558 -0.1496 2.6160  0.475
H: -2.0842 -1.6044 2.9363  0.474
H: -0.9170 0.7278 -1.2405  0.467
H: 0.1702 0.7924 -2.1221  0.457
H: -0.3076 3.4880 0.1152  0.472
H: -0.3776 3.4798 -1.3834  0.476
H: -2.1294 -0.9430 -0.6097  0.473
H: -3.0026 -1.2212 0.6937  0.502
H: 5.5292 0.7796 2.0477  0.465
H: 4.4543 0.1384 1.1834  0.473
H: 1.9616 -1.2637 -1.6559  0.471
H: 1.9018 -2.7455 -1.2377  0.464
H: -0.0576 -3.4102 -0.1074  0.462
H: -0.7587 -2.5739 -1.1215  0.470
O: 1.0324 -0.1325 0.4751  -0.949
O: -2.7129 1.9924 -0.1960  -0.897
O: -1.8523 -1.0271 2.2202  -0.943
O: -0.4403 0.1697 -1.8811  -0.927
O: 0.1470 3.0911 -0.6287  -0.945
O: -2.6814 -0.5280 0.0312  -0.976
O: 5.0571 0.8787 1.1844  -0.938
O: 2.3583 -2.0629 -1.7674  -0.935
O: -0.9120 -2.9073 -0.2457  -0.932

E_tot   -687.873000 hartree
LUMO level   -0.148 eV
Kohn-Sham gap   10.20 eV
Energy above the lowest of the compared OMol25 structures with the same formula, charge and spin   401.2 kJ/mol
F_max   4.75 eV Å⁻¹
HOMO level   -10.4 eV

***

H18O9 | ωB97M-V/def2-TZVPD

Last column: natural (NBO) charge in e.
Cartesian coordinates (Å):
O: 6.5321 11.0486 2.9872  -0.950
H: 6.2003 10.1708 3.1756  0.485
H: 6.0262 11.6246 3.5604  0.454
O: 5.9424 8.5475 4.1768  -0.977
H: 6.4476 8.9021 4.9084  0.497
H: 5.3250 7.9397 4.5837  0.489
O: 9.0063 9.9952 5.0960  -0.937
H: 9.9286 9.7515 5.1747  0.477
H: 8.9050 10.7442 5.6833  0.466
O: 4.4952 7.4511 6.0811  -0.975
H: 3.5934 7.4773 6.4009  0.494
H: 4.8738 8.2841 6.3621  0.517
O: 9.1280 6.9762 6.0859  -0.934
H: 8.4283 6.6406 6.6463  0.461
H: 8.9339 7.9088 5.9921  0.469
O: 6.2077 9.3989 6.8908  -0.961
H: 6.2907 10.3052 7.1875  0.495
H: 6.6908 8.8884 7.5405  0.491
O: 3.5462 9.3012 3.1780  -0.969
H: 3.7172 9.9687 2.5135  0.468
H: 4.4146 8.9960 3.4405  0.477
O: 4.1968 5.2701 4.9052  -0.976
H: 3.3095 5.0395 5.1804  0.474
H: 4.3775 6.0992 5.3480  0.480
O: 6.6743 4.8023 4.0855  -0.958
H: 6.5097 3.8748 3.9154  0.459
H: 5.8080 5.1729 4.2540  0.483

E_tot   -687.923713 hartree
LUMO level   -0.527 eV
Kohn-Sham gap   9.67 eV
Energy above the lowest of the compared OMol25 structures with the same formula, charge and spin   268.0 kJ/mol
F_max   1.09 eV Å⁻¹
HOMO level   -10.2 eV

***

H19O10 | ωB97M-V/def2-TZVPD

Last column: natural (NBO) charge in e.
Cartesian coordinates (Å):
O: -2.1980 0.5932 -3.4876  -0.921
H: -1.4930 -0.0445 -3.1456  0.459
H: 0.2596 2.7998 0.6284  0.487
O: 3.9392 -0.3702 -0.7746  -0.937
H: 3.4720 -1.0357 -0.1561  0.465
H: -1.4194 0.2668 -1.8177  0.400
O: -2.2758 -1.7087 -0.0095  -1.022
H: 3.1773 0.1474 -0.6138  0.471
H: -1.8323 -0.8236 -0.2720  0.505
O: 1.1695 -1.4318 -2.5474  -0.968
H: -1.2026 0.8983 3.3619  0.484
H: -2.0590 1.2402 -2.7240  0.471
O: -0.5035 0.9269 4.0048  -0.972
H: 0.2770 1.5018 -0.5604  0.552
H: 1.7397 -1.6590 -1.7794  0.467
O: 1.8922 -2.2320 2.9941  -0.940
H: 0.9071 -1.9112 2.6910  0.473
H: 2.1806 -2.6147 2.1604  0.466
O: 1.3040 -0.4875 0.6714  -1.000
H: 1.2351 0.4527 0.8066  0.500
H: -1.8418 2.7306 -0.5639  0.451
O: -2.5439 2.0076 -0.1968  -1.012
H: -2.0596 1.1353 -0.2785  0.502
H: 0.4159 0.7555 3.6118  0.489
O: 0.6931 2.0803 0.1727  -1.065
H: -3.1737 -1.6501 0.1320  0.454
O: -0.8677 0.2992 -1.0290  -1.229
H: 0.3944 -1.0755 -2.1206  0.491
H: 0.4138 -0.7910 0.8416  0.480

E_tot   -763.791037 hartree
LUMO level   2.898 eV
Kohn-Sham gap   9.41 eV
Energy above the lowest of the compared OMol25 structures with the same formula, charge and spin   260.9 kJ/mol
F_max   4.16 eV Å⁻¹
HOMO level   -6.5 eV
Net charge   -1

***

H2 | ωB97M-V/def2-TZVPD

Last column: Mulliken charge in e.
Cartesian coordinates (Å):
H: 0.0000 0.0000 1.0974  0.000
H: 0.0000 0.0000 -1.0974  0.000

E_tot   -0.956290 hartree
LUMO level   -2.704 eV
Kohn-Sham gap   7.41 eV
Energy above the lowest of the compared OMol25 structures with the same formula, charge and spin   537.1 kJ/mol
F_max   2.61 eV Å⁻¹
HOMO level   -10.1 eV

***

H2 | ωB97M-V/def2-TZVPD

Last column: Mulliken charge in e.
Cartesian coordinates (Å):
H: -0.4582 -0.2070 0.1300  0.000
H: 0.4582 0.2070 -0.1300  0.000

E_tot   -1.126566 hartree
LUMO level   1.629 eV
Kohn-Sham gap   14.60 eV
Energy above the lowest of the compared OMol25 structures with the same formula, charge and spin   90.1 kJ/mol
F_max   4.74 eV Å⁻¹
HOMO level   -13.0 eV

***

Copy entry 1 word for word.
H18O9 | ωB97M-V/def2-TZVPD

Last column: natural (NBO) charge in e.
Cartesian coordinates (Å):
H: -1.1837 0.5347 0.8804  0.466
H: 0.3019 0.3721 0.6036  0.460
H: 3.3009 0.4794 -1.3013  0.457
H: 3.0989 -0.5728 -0.2232  0.461
H: 4.7441 -1.6134 2.6504  0.476
H: 3.2803 -2.0085 2.7565  0.469
H: 4.4977 1.8180 -0.6887  0.451
H: 4.0064 1.0972 0.5560  0.460
H: -1.0769 3.8453 -0.9425  0.476
H: -0.5390 2.7353 -1.8305  0.462
H: -4.2371 -0.7376 -0.2890  0.460
H: -3.2089 -1.3277 -1.2400  0.467
H: 1.1755 -2.8784 -1.6173  0.462
H: 2.1932 -2.2164 -2.5316  0.483
H: -4.2476 3.7984 1.1662  0.474
H: -4.2882 2.6758 0.1425  0.466
H: -4.6045 -2.5264 1.6059  0.459
H: -4.4597 -3.5329 0.4763  0.471
O: -0.3213 0.8857 1.1297  -0.926
O: 3.5569 -0.4171 -1.0569  -0.921
O: 3.8552 -1.2408 2.6608  -0.944
O: 4.8002 1.2544 0.0323  -0.909
O: -0.2554 3.4841 -1.2940  -0.938
O: -4.0773 -1.4986 -0.8584  -0.927
O: 1.3246 -2.6341 -2.5376  -0.946
O: -3.6869 3.1468 0.7303  -0.939
O: -3.9494 -2.9221 1.0200  -0.930

E_tot   -687.867777 hartree
LUMO level   -0.176 eV
Kohn-Sham gap   10.10 eV
Energy above the lowest of the compared OMol25 structures with the same formula, charge and spin   414.9 kJ/mol
F_max   2.00 eV Å⁻¹
HOMO level   -10.3 eV

***

What did the sixth record say?
H18O9 | ωB97M-V/def2-TZVPD

Last column: natural (NBO) charge in e.
Cartesian coordinates (Å):
O: 6.5321 11.0486 2.9872  -0.950
H: 6.2003 10.1708 3.1756  0.485
H: 6.0262 11.6246 3.5604  0.454
O: 5.9424 8.5475 4.1768  -0.977
H: 6.4476 8.9021 4.9084  0.497
H: 5.3250 7.9397 4.5837  0.489
O: 9.0063 9.9952 5.0960  -0.937
H: 9.9286 9.7515 5.1747  0.477
H: 8.9050 10.7442 5.6833  0.466
O: 4.4952 7.4511 6.0811  -0.975
H: 3.5934 7.4773 6.4009  0.494
H: 4.8738 8.2841 6.3621  0.517
O: 9.1280 6.9762 6.0859  -0.934
H: 8.4283 6.6406 6.6463  0.461
H: 8.9339 7.9088 5.9921  0.469
O: 6.2077 9.3989 6.8908  -0.961
H: 6.2907 10.3052 7.1875  0.495
H: 6.6908 8.8884 7.5405  0.491
O: 3.5462 9.3012 3.1780  -0.969
H: 3.7172 9.9687 2.5135  0.468
H: 4.4146 8.9960 3.4405  0.477
O: 4.1968 5.2701 4.9052  -0.976
H: 3.3095 5.0395 5.1804  0.474
H: 4.3775 6.0992 5.3480  0.480
O: 6.6743 4.8023 4.0855  -0.958
H: 6.5097 3.8748 3.9154  0.459
H: 5.8080 5.1729 4.2540  0.483

E_tot   -687.923713 hartree
LUMO level   -0.527 eV
Kohn-Sham gap   9.67 eV
Energy above the lowest of the compared OMol25 structures with the same formula, charge and spin   268.0 kJ/mol
F_max   1.09 eV Å⁻¹
HOMO level   -10.2 eV